No. 1
# CH4N2

The molecule CH4N2 (the ωB97M-V functional and the def2-TZVPD basis, OMol25).

Properties
Net charge: 0
E, hartree: -149.81129
Relative energy (zero: lowest compared OMol25 entry of this formula, charge and spin), eV: 6.309
Gap between HOMO and LUMO, eV: 8.456
Spin multiplicity: 1
HOMO, Ha: -0.2764

Last column: natural (NBO) charge in e.
Element x y z (Å)
C  0.495  -0.349  -0.166  -0.4078
N  -0.991  -0.446  0.655  -0.2776
N  -0.528  0.762  0.633  -0.2753
H  -1.138  1.427  0.062  0.2748
H  1.322  -0.534  0.502  0.2324
H  0.721  0.372  -0.971  0.2011
H  0.119  -1.231  -0.714  0.2525


No. 2
# H14O27PbS5Zn3

A structure of composition H14O27PbS5Zn3 (the ωB97M-V functional and the def2-TZVPD basis, OMol25).

Properties
Net charge: -2
E, hartree: -9562.01342
Relative energy (zero: lowest compared OMol25 entry of this formula, charge and spin), eV: 2.031
Gap between HOMO and LUMO, eV: 4.064
Spin multiplicity: 1
HOMO, Ha: -0.0686

Last column: natural (NBO) charge in e.
Element x y z (Å)
Zn  -1.602  1.693  -1.882  1.7715
Zn  -1.829  -0.884  2.410  1.7747
Zn  0.040  -2.326  -1.246  1.7679
Pb  3.090  -0.884  1.511  1.5381
S  -1.111  -0.844  -3.901  2.6428
O  -1.091  0.564  -3.361  -1.2490
O  -2.553  -1.215  -3.917  -1.0468
O  -0.420  -0.877  -5.166  -1.0385
O  -0.372  -1.697  -2.987  -1.1610
S  -2.938  -1.108  -0.541  2.6766
O  -3.121  -1.070  0.926  -1.1844
O  -4.124  -1.651  -1.210  -1.0034
O  -2.678  0.205  -1.158  -1.1783
O  -1.797  -1.964  -0.882  -1.1333
S  3.158  -3.030  -1.254  2.6297
O  3.543  -1.757  -0.607  -1.1649
O  1.790  -2.837  -1.784  -1.1315
O  4.096  -3.328  -2.336  -1.0233
O  3.220  -4.050  -0.216  -1.0474
S  0.286  0.437  0.368  2.7020
O  1.467  0.895  1.174  -1.1499
O  -0.837  0.285  1.288  -1.1529
O  -0.104  1.340  -0.716  -1.1054
O  0.699  -0.845  -0.162  -1.0850
S  0.335  -3.356  1.681  2.7001
O  -0.616  -2.334  2.078  -1.2095
O  0.274  -4.565  2.510  -1.0212
O  0.109  -3.622  0.309  -1.0778
O  1.737  -2.872  1.829  -1.1105
O  -2.651  3.040  -0.591  -0.9574
H  -3.252  3.778  -0.731  0.4902
H  -2.184  3.248  0.224  0.4967
O  -2.904  0.881  2.970  -0.9651
H  -2.828  1.581  3.624  0.4853
H  -3.851  0.787  2.812  0.5093
O  -0.674  3.450  -2.595  -0.9719
H  -0.358  4.158  -2.028  0.4856
H  -0.258  3.605  -3.449  0.5167
O  1.722  2.794  3.049  -0.9819
H  1.521  2.173  2.320  0.4978
H  2.487  2.415  3.488  0.4556
O  2.235  3.349  0.000  -0.9471
H  2.097  2.533  0.508  0.4855
H  1.417  3.837  0.111  0.4470
O  -0.642  -0.414  4.122  -0.9806
H  0.015  -1.050  4.431  0.5150
H  -0.389  0.424  4.520  0.4937
O  3.340  0.566  -2.183  -0.9526
H  2.828  0.849  -1.423  0.4476
H  3.677  -0.306  -1.936  0.5008


No. 3
# C20H21N3O4S

The molecule C20H21N3O4S (the ωB97M-V functional and the def2-TZVPD basis, OMol25).

Properties
Net charge: 0
SMILES string: Cc1ccc(-c2n[nH]c(=O)c3ccccc23)cc1S(=O)(=O)NC[C@H]1CCCO1
E, hartree: -1638.14930
Relative energy (zero: lowest compared OMol25 entry of this formula, charge and spin), eV: 2.404
Gap between HOMO and LUMO, eV: 8.846
Spin multiplicity: 1
HOMO, Ha: -0.3213

Last column: natural (NBO) charge in e.
Element x y z (Å)
C  1.436  0.239  4.595  -0.6592
C  0.719  0.483  3.312  0.0347
C  0.818  -0.422  2.259  -0.3193
C  0.129  -0.235  1.081  -0.2007
C  -0.659  0.900  0.903  0.0035
C  -0.746  1.828  1.935  -0.2018
C  -0.072  1.612  3.123  -0.2020
H  -0.155  2.337  3.920  0.2162
H  -1.325  2.730  1.801  0.2207
C  -1.335  1.110  -0.388  0.1492
N  -0.588  1.001  -1.438  -0.1938
N  -1.117  1.200  -2.643  -0.3990
C  -2.414  1.555  -2.945  0.6196
O  -2.751  1.743  -4.097  -0.6078
C  -3.278  1.651  -1.764  -0.1370
C  -4.631  1.953  -1.921  -0.1478
C  -5.457  2.005  -0.821  -0.2024
C  -4.944  1.737  0.447  -0.1844
C  -3.611  1.441  0.619  -0.1895
C  -2.746  1.414  -0.482  -0.0601
H  -3.225  1.215  1.601  0.2281
H  -5.602  1.756  1.303  0.2197
H  -6.504  2.241  -0.938  0.2206
H  -4.999  2.134  -2.919  0.2414
H  -0.464  1.108  -3.415  0.4045
H  0.185  -0.953  0.279  0.2498
S  1.852  -1.882  2.508  2.3114
O  3.181  -1.456  2.843  -0.9502
O  1.148  -2.730  3.427  -0.9337
N  1.978  -2.719  1.085  -0.8549
H  1.103  -3.024  0.691  0.4125
C  2.986  -2.367  0.118  -0.2454
H  3.290  -3.282  -0.401  0.2001
H  3.830  -1.976  0.687  0.2409
C  2.511  -1.329  -0.908  0.0785
H  2.311  -0.379  -0.393  0.1864
C  3.493  -1.112  -2.065  -0.4266
H  4.168  -0.283  -1.875  0.2266
H  4.081  -2.016  -2.232  0.2026
C  2.553  -0.867  -3.244  -0.4255
H  3.003  -1.091  -4.208  0.2206
C  1.404  -1.810  -2.900  -0.0596
H  0.444  -1.513  -3.328  0.1883
O  1.281  -1.769  -1.490  -0.5567
H  1.635  -2.835  -3.223  0.1652
H  2.207  0.167  -3.236  0.2033
H  2.512  0.247  4.427  0.2507
H  1.185  -0.750  4.973  0.2471
H  1.179  0.992  5.337  0.2151


No. 4
# C3H8N3

A cluster of 2 separate species, C3H8N3 in total (the ωB97M-V functional and the def2-TZVPD basis, OMol25).

Properties
Net charge: +1
E, hartree: -283.04975
Relative energy (zero: lowest compared OMol25 entry of this formula, charge and spin), eV: 3.102
Gap between HOMO and LUMO, eV: 11.237
Spin multiplicity: 1
HOMO, Ha: -0.5364

Last column: natural (NBO) charge in e.
Element x y z (Å)
C  -2.705  1.053  -0.030  -0.4068
C  -1.019  -0.872  -0.155  0.7146
C  2.895  0.235  0.392  0.0888
N  -1.757  0.028  -0.286  -0.3180
N  -0.019  -1.627  -0.060  -0.8347
N  1.855  0.053  -0.247  -0.6643
H  -2.505  1.829  -0.782  0.2407
H  -3.601  0.534  -0.184  0.2493
H  -2.428  1.368  0.935  0.2338
H  3.756  0.929  0.165  0.2029
H  3.074  -0.274  1.428  0.2000
H  1.048  -1.020  0.062  0.4445
H  -0.154  -2.586  -0.040  0.4313
H  1.560  0.351  -1.197  0.4179


No. 5
# C21H21FN4O3

The molecule C21H21FN4O3 (the ωB97M-V functional and the def2-TZVPD basis, OMol25).

Properties
Net charge: 0
SMILES string: COc1ccc(-n2c(=O)cc(N3CCN(c4ccccc4F)CC3)[nH]c2=O)cc1
E, hartree: -1357.47790
Relative energy (zero: lowest compared OMol25 entry of this formula, charge and spin), eV: 1.727
Gap between HOMO and LUMO, eV: 8.613
Spin multiplicity: 1
HOMO, Ha: -0.2998

Last column: natural (NBO) charge in e.
Element x y z (Å)
C  4.184  -7.192  -2.091  -0.2517
H  4.538  -8.089  -2.596  0.1997
O  3.252  -6.606  -2.967  -0.4910
C  2.641  -5.449  -2.590  0.3092
C  1.728  -4.918  -3.502  -0.2562
C  1.060  -3.746  -3.225  -0.1575
C  1.289  -3.089  -2.023  0.0938
C  2.185  -3.613  -1.109  -0.1089
C  2.866  -4.785  -1.389  -0.3284
H  3.563  -5.168  -0.661  0.2184
H  2.363  -3.101  -0.176  0.2123
N  0.591  -1.877  -1.730  -0.4881
C  1.337  -0.762  -1.481  0.8002
O  2.546  -0.714  -1.494  -0.6174
N  0.612  0.383  -1.189  -0.6200
C  -0.758  0.476  -1.171  0.4541
C  -1.462  -0.662  -1.433  -0.4915
C  -0.825  -1.913  -1.716  0.6627
O  -1.408  -2.956  -1.929  -0.6012
H  -2.536  -0.680  -1.467  0.2339
N  -1.328  1.699  -0.949  -0.4168
C  -0.548  2.895  -0.713  -0.2228
H  -1.154  3.741  -1.052  0.2194
C  -0.258  3.081  0.784  -0.2311
N  -1.529  3.166  1.466  -0.4422
C  -1.612  3.841  2.679  0.0813
C  -2.845  4.300  3.161  0.4214
C  -2.970  5.015  4.332  -0.2835
C  -1.838  5.323  5.069  -0.2198
C  -0.602  4.901  4.614  -0.2069
C  -0.491  4.171  3.445  -0.2416
H  0.485  3.838  3.130  0.2150
H  0.289  5.132  5.178  0.2168
H  -1.926  5.887  5.983  0.2188
H  -3.951  5.336  4.643  0.2301
F  -3.977  4.056  2.450  -0.3410
C  -2.342  1.984  1.247  -0.2281
H  -1.824  1.087  1.628  0.1783
C  -2.597  1.801  -0.253  -0.2133
H  -3.133  2.671  -0.641  0.2090
H  -3.200  0.913  -0.418  0.2255
H  -3.292  2.077  1.768  0.2340
H  0.352  2.239  1.153  0.1754
H  0.292  4.012  0.929  0.2215
H  0.371  2.895  -1.300  0.2060
H  1.193  1.185  -0.993  0.4204
H  0.354  -3.342  -3.933  0.2255
H  1.562  -5.446  -4.428  0.2248
H  3.721  -7.472  -1.139  0.1757
H  5.031  -6.525  -1.901  0.1759


No. 6
# C19H16F10N6OSTa

A structure of composition C19H16F10N6OSTa (the ωB97M-V functional and the def2-TZVPD basis, OMol25).

Properties
Net charge: +3
E, hartree: -2590.23417
Relative energy (zero: lowest compared OMol25 entry of this formula, charge and spin), eV: 0.000
Gap between HOMO and LUMO, eV: 5.855
Spin multiplicity: 1
HOMO, Ha: -0.6268

Last column: natural (NBO) charge in e.
Element x y z (Å)
Ta  0.369  0.380  -0.693  2.0496
C  0.217  -2.568  0.776  -0.4433
N  0.662  -1.175  1.090  -0.4714
C  2.136  -1.203  1.398  -0.2410
C  2.903  -0.790  0.174  -0.2572
N  2.297  0.498  -0.292  -0.7196
C  3.090  1.672  -0.338  0.0491
C  4.439  1.877  -0.049  0.3309
F  5.255  0.889  0.292  -0.2669
C  4.986  3.156  -0.140  0.3261
F  6.259  3.319  0.121  -0.2297
C  4.219  4.258  -0.503  0.3150
F  4.760  5.445  -0.577  -0.2253
C  2.865  4.087  -0.784  0.3564
F  2.085  5.091  -1.119  -0.2498
C  2.385  2.807  -0.687  0.2313
F  1.021  2.540  -0.894  -0.3155
C  -0.004  -0.756  2.386  -0.2405
C  -1.519  -0.641  2.410  -0.2364
N  -1.935  0.567  1.645  -0.3213
C  -2.738  1.610  2.214  -0.0767
C  -2.136  2.819  2.551  0.3792
F  -0.819  2.965  2.330  -0.3103
C  -2.877  3.834  3.118  0.2766
F  -2.309  4.977  3.441  -0.2463
C  -4.236  3.629  3.357  0.3494
F  -4.943  4.585  3.901  -0.2304
C  -4.846  2.420  3.032  0.2958
F  -6.125  2.238  3.264  -0.2384
C  -4.088  1.413  2.457  0.3599
F  -4.635  0.248  2.132  -0.2721
H  0.278  -3.181  1.677  0.2451
H  0.873  -3.009  0.028  0.2307
H  -0.809  -2.578  0.414  0.2271
H  2.424  -2.192  1.757  0.2536
H  2.336  -0.486  2.193  0.2347
H  2.838  -1.529  -0.628  0.2206
H  3.954  -0.664  0.406  0.2854
H  0.416  0.212  2.668  0.2335
H  0.309  -1.483  3.140  0.2515
H  -1.838  -0.500  3.442  0.2774
H  -2.044  -1.511  2.020  0.2444
N  -0.181  1.208  -2.855  -0.6423
N  -0.129  0.329  -3.950  -0.4019
C  -0.044  -0.983  -3.734  0.3893
N  -0.118  -1.836  -4.721  -0.6783
S  0.208  -1.598  -2.120  -0.0556
H  -1.134  1.575  -2.767  0.4366
H  0.418  2.012  -3.059  0.4378
H  -0.332  0.713  -4.868  0.4456
H  -0.262  -1.555  -5.684  0.4522
H  -0.024  -2.830  -4.551  0.4614
O  -1.233  1.636  -0.319  -0.5971
C  -1.303  0.698  0.536  0.3206


Question: Among the records above, which one has the highest net charge?
Answer: C19H16F10N6OSTa


Question: The highest gap between HOMO and LUMO belongs to which entry?
Answer: C3H8N3